No. 1
# C31H23BrClFeN4O5S

C31H23BrClFeN4O5S as an isolated structure (ωB97M-V/def2-TZVPD, OMol25).

Geometry as XYZ:
```
67
Properties=species:S:1:pos:R:3:forces:R:3
Fe 0.371096 0.133830 0.562900 -0.1 0.1 0.1
Cl 0.025115 -1.632807 7.313966 0.0 0.0 0.0
C 0.353399 -0.874680 5.780227 0.0 0.0 0.0
C 1.678852 -0.641449 5.396727 0.0 0.0 0.0
C 1.956992 -0.054143 4.187878 0.0 0.0 0.1
C 0.924980 0.305016 3.298872 0.0 0.1 -0.1
O 1.216158 0.835144 2.138307 0.1 -0.1 0.0
C -0.410700 0.082467 3.712988 0.0 0.0 0.0
C -1.509914 0.527744 2.904065 0.0 0.1 0.1
N -1.353834 0.921741 1.693902 -0.1 -0.1 -0.1
C -2.384290 1.487471 0.926895 0.0 0.0 0.0
C -3.644328 1.815312 1.356585 0.0 0.0 0.0
C -4.570199 2.405913 0.475317 0.0 0.0 0.0
C -4.227834 2.680037 -0.818218 0.0 0.0 0.0
C -2.929412 2.376468 -1.286196 0.0 0.0 0.0
C -2.497731 2.637763 -2.608558 0.0 0.0 0.0
C -1.225408 2.320769 -2.972361 0.0 0.0 0.0
C -0.363701 1.732329 -2.024181 0.0 0.0 0.0
N -0.734199 1.472348 -0.792597 0.0 0.0 -0.1
C -2.006333 1.783541 -0.408867 0.0 0.0 0.0
C -0.678100 -0.503386 4.961242 0.0 0.0 0.0
H 2.481169 -0.934991 6.060708 0.0 0.0 0.0
H 2.976870 0.116062 3.871500 0.0 0.0 0.0
H -2.491830 0.541021 3.380843 0.0 0.0 0.0
H -3.941082 1.631038 2.380198 0.0 0.0 0.0
H -5.561229 2.646481 0.836175 0.0 0.0 0.0
H -4.938486 3.135211 -1.496489 0.0 0.0 0.0
H -3.188923 3.084453 -3.313169 0.0 0.0 0.0
H -0.847687 2.500808 -3.968519 0.0 0.0 0.0
H 0.644274 1.452850 -2.297232 0.0 0.0 0.0
H -1.703494 -0.665798 5.270567 0.0 0.0 0.0
O 1.738602 0.154717 -0.758958 0.1 0.0 -0.2
C 2.222435 -0.817943 -1.488183 0.0 0.0 0.2
Br -1.109430 -1.720532 0.003824 -0.1 0.0 -0.1
O 1.043942 -3.539445 2.759518 0.0 0.0 0.0
C 1.676474 -4.354152 1.887764 0.0 0.0 0.0
C 1.823386 -5.713499 2.161478 0.0 0.0 0.0
C 2.466967 -6.547944 1.269116 0.0 0.0 0.0
C 2.974793 -6.047412 0.076214 0.0 0.0 0.0
C 2.821608 -4.704839 -0.203370 0.0 0.0 0.0
C 2.183617 -3.838897 0.684860 0.0 0.0 0.0
C 2.032263 -2.402795 0.359871 0.0 0.0 0.0
O 2.204147 -2.156711 -0.940287 0.0 0.0 0.0
O 1.766074 -1.561663 1.195518 -0.1 0.0 0.0
H 0.710270 -4.063137 3.496365 0.0 0.0 0.0
H 1.422719 -6.108096 3.088698 0.0 0.0 0.0
H 2.570537 -7.598821 1.506945 0.0 0.0 0.0
H 3.476839 -6.699211 -0.624684 0.0 0.0 0.0
H 3.194596 -4.301551 -1.133545 0.0 0.0 0.0
N 4.435884 -1.549141 -2.386662 -0.1 0.0 -0.1
C 3.395774 -0.576962 -2.373749 0.1 0.0 0.1
S 1.821768 -0.883366 -3.298798 -0.1 -0.1 -0.2
N 4.002079 0.727587 -2.436026 -0.1 0.0 0.0
C 3.260311 1.910473 -2.682547 0.0 -0.1 -0.1
C 2.784178 2.166750 -3.965681 -0.1 0.0 0.0
C 2.105858 3.345384 -4.236131 0.0 0.0 0.0
C 1.925411 4.297670 -3.240121 0.0 0.0 0.0
C 2.416571 4.053028 -1.965546 0.0 0.0 0.0
C 3.065727 2.859363 -1.684149 0.0 0.0 0.0
H 4.987999 -1.432060 -3.228432 0.0 0.0 0.0
H 4.052612 -2.484297 -2.375661 0.0 0.0 0.1
H 4.619830 0.823768 -1.639279 -0.1 0.0 0.0
H 2.956996 1.438991 -4.747177 0.0 0.0 0.0
H 1.740272 3.531215 -5.238812 0.0 0.0 0.0
H 1.409549 5.224247 -3.457466 0.0 0.0 0.0
H 2.278189 4.784633 -1.179468 0.0 0.0 0.0
H 3.408436 2.647385 -0.678765 0.0 0.0 0.0
```
Forces are in eV/Å.

Properties
E: -6486.56491 Eh
M: 734.8 u
spin multiplicity: 6
total charge: 0
Kohn-Sham gap (alpha / beta): 7.28 / 7.05 eV
maximum force: 0.193 eV/Å
ΔE to the lowest compared entry with this formula, charge and spin: 1.146 eV
LUMO energy (alpha / beta): -0.026 / -0.037 Eh



No. 2
# C2H5FO2

C2H5FO2 as an isolated structure (ωB97M-V/def2-TZVPD, OMol25).

Geometry as XYZ:
```
10
Properties=species:S:1:pos:R:3:forces:R:3
C 0.880288 0.132359 0.820923 -0.1 -1.6 0.8
C -1.687046 -0.113167 -0.190682 2.6 -0.1 -1.9
O -2.118207 1.082928 0.110154 0.1 1.4 3.4
O 0.209421 -0.216830 -0.335632 -3.8 -0.4 -0.6
F -2.219844 -1.039338 0.583291 0.7 -0.7 0.6
H 0.242159 0.808335 1.327539 -0.1 1.5 1.0
H 1.873920 0.558120 0.601357 -0.5 -0.1 0.0
H 0.980791 -0.741116 1.539882 0.3 0.7 -0.7
H -1.883998 -0.275910 -1.242131 0.5 -0.5 -0.1
H -2.200745 1.185027 1.136694 0.3 -0.2 -2.6
```
Forces are in eV/Å.

Properties
E: -329.45767 Eh
M: 80.1 u
total charge: 0
Kohn-Sham gap: 9.94 eV
maximum force: 3.902 eV/Å
ΔE to the lowest compared entry with this formula, charge and spin: 2.851 eV
LUMO energy: 0.020 Eh



No. 3
# C42H83BFN2O14S

A 8-piece molecular cluster, C42H83BFN2O14S overall (ωB97M-V/def2-TZVPD, OMol25).

Geometry as XYZ:
```
144
Properties=species:S:1:pos:R:3:forces:R:3
C -1.072916 1.807779 5.294470 0.2 -0.6 0.7
C -1.800306 0.462406 5.027828 -0.1 1.1 -0.3
B -1.756621 -0.092951 3.558333 -0.4 -0.8 0.5
O -2.747235 -0.981609 3.158169 1.0 0.1 -0.2
C -0.600491 0.266989 2.464486 -1.4 0.9 -0.2
C -1.273758 0.617311 1.098089 0.6 0.4 -1.0
C -1.031908 2.081030 0.725073 -1.0 0.5 1.6
C -1.911015 2.949636 1.664120 -0.7 -1.6 -0.8
C -3.401129 2.741892 1.534925 1.6 1.1 0.3
O -2.710005 3.914709 1.043160 -0.1 0.0 0.3
O -0.735455 -0.174728 0.043973 0.4 -0.4 0.9
C -0.942879 -1.556276 0.316192 -0.4 -0.1 -0.4
C -0.671733 -2.316590 -0.980672 -0.7 1.0 -0.8
C -1.750991 -1.916964 -2.014442 -0.7 -0.2 -0.2
N -3.111280 -2.381594 -1.652513 0.2 0.3 0.4
C -0.143772 -2.053511 1.564407 0.0 -1.0 -1.6
C 0.928094 -3.124722 1.283448 0.3 0.0 0.7
C 0.311002 -4.533324 1.314237 0.2 0.6 1.0
O 1.268978 -5.461975 0.841466 -0.4 -0.2 0.4
C 1.272021 -6.648483 1.540211 0.0 -1.3 -1.2
O 1.261107 -7.689638 0.949765 0.2 0.7 0.5
N 0.410462 -0.853670 2.314690 -0.8 0.8 1.2
S 1.988958 -0.326692 1.740841 3.8 -0.7 -2.3
O 2.979726 -1.026441 2.464207 -1.0 0.0 1.6
O 2.103229 -0.446127 0.344213 -1.4 0.5 -0.2
F 2.126230 1.176812 2.088466 -1.1 -0.5 0.5
H -0.054644 1.818061 4.888108 -0.2 0.2 -0.1
H -1.647794 2.669887 4.954331 0.2 -0.1 -0.2
H -0.954269 1.925406 6.376348 0.0 0.1 -0.2
H -1.487467 -0.287908 5.769221 0.1 -0.1 -0.3
H -2.866191 0.627567 5.244971 0.1 -0.3 0.0
H -2.536024 -1.861002 3.504275 -0.6 -0.3 0.4
H -0.118789 1.183039 2.816612 0.5 -0.5 0.0
H -2.354364 0.438828 1.135292 0.1 -0.2 0.2
H -0.000129 2.388275 0.900185 0.1 -0.2 -0.6
H -1.380987 2.289298 -0.284547 0.4 -0.1 -0.1
H -1.520706 3.153052 2.663678 0.0 0.4 -0.2
H -3.758375 2.094902 0.742408 -0.3 0.0 0.2
H -3.977103 2.963664 2.426430 -0.4 -0.3 -0.3
H -2.013153 -1.655735 0.554001 0.2 -0.2 0.1
H -0.752840 -3.400578 -0.890794 0.4 0.1 0.1
H 0.282874 -1.983683 -1.401580 0.1 -0.4 0.3
H -1.535686 -2.346440 -2.997899 0.4 0.0 0.4
H -1.812592 -0.833661 -2.147772 0.2 -0.1 0.1
H -3.619945 -1.638393 -1.185573 -0.1 -0.1 -0.1
H -3.070461 -3.142335 -0.980391 0.0 -0.1 -0.2
H -0.866066 -2.560025 2.214947 0.2 0.6 0.5
H 1.512172 -2.935984 0.382544 -0.3 -0.1 -0.1
H 1.646193 -3.118973 2.116366 0.0 0.0 -0.2
H 0.090062 -4.759795 2.372459 -0.1 0.0 -0.2
H -0.646547 -4.595496 0.786297 0.3 -0.2 -0.3
H 1.310549 -6.632416 2.643852 -0.1 0.7 -0.2
H 0.569647 -1.180853 3.276349 0.5 0.0 -0.2
C 1.801204 5.468318 -2.115160 -0.2 0.1 -0.1
C 1.257448 6.164418 -0.873064 0.2 -0.1 0.2
C 0.056890 5.295480 -0.530368 -0.1 0.0 -0.1
O 0.376603 3.964900 -0.964450 0.2 0.2 0.0
C 1.551594 4.006250 -1.789370 0.1 -0.1 0.1
H 2.849615 5.683882 -2.315378 0.0 0.0 0.0
H 1.221731 5.759012 -2.991723 0.1 0.0 -0.1
H 1.995641 6.121621 -0.067343 0.0 0.0 0.0
H 0.991411 7.207910 -1.034200 0.0 0.0 0.0
H -0.838415 5.622565 -1.067529 0.0 0.1 0.1
H -0.166554 5.285346 0.538654 0.0 -0.1 0.0
H 2.383790 3.577865 -1.217796 0.0 0.0 -0.1
H 1.392448 3.397517 -2.679677 -0.1 0.0 0.0
C -4.270596 -5.257936 5.117164 0.1 -0.2 0.0
C -3.931958 -4.581285 6.440913 -0.1 0.2 0.0
C -2.505222 -4.116448 6.201486 0.1 -0.1 0.2
O -2.395695 -3.840347 4.792164 0.0 0.2 -0.3
C -3.555779 -4.365850 4.117317 -0.1 0.1 -0.1
H -5.338662 -5.334889 4.924084 0.0 0.0 0.0
H -3.846146 -6.263871 5.093943 0.0 0.0 0.0
H -4.586792 -3.721095 6.597682 0.0 0.0 0.0
H -4.020965 -5.238020 7.303745 0.0 0.0 0.0
H -1.784487 -4.900204 6.450659 0.0 0.0 0.0
H -2.251281 -3.219356 6.766941 0.0 0.0 -0.1
H -4.188776 -3.523010 3.817276 -0.1 -0.1 0.0
H -3.241607 -4.901849 3.219894 0.1 0.0 0.0
C -0.288850 7.260258 -6.686400 0.1 0.2 0.1
C 0.659792 6.498842 -7.602439 -0.1 -0.2 -0.1
C 1.656186 5.922786 -6.608477 0.1 0.1 0.1
O 0.937558 5.703863 -5.387711 -0.1 0.1 -0.1
C -0.338052 6.353292 -5.466858 -0.1 -0.2 -0.1
H -1.271079 7.438551 -7.121380 0.0 0.0 0.0
H 0.145461 8.226002 -6.421884 -0.1 0.0 0.0
H 0.123695 5.691095 -8.107309 0.0 0.0 0.0
H 1.130247 7.121136 -8.362123 0.0 0.0 0.0
H 2.468007 6.629298 -6.404714 0.0 0.0 -0.1
H 2.092471 4.981321 -6.944721 0.0 0.0 0.1
H -1.107171 5.580468 -5.575659 -0.1 0.0 0.0
H -0.525510 6.900607 -4.540701 0.1 0.0 0.0
C 1.243069 -10.811725 2.584342 0.1 -0.1 0.0
C 0.198672 -10.712082 1.480883 -0.1 0.1 0.0
C -0.502852 -12.057393 1.597284 0.1 -0.1 0.0
O -0.430731 -12.437447 2.975062 0.1 0.1 0.0
C 0.488085 -11.582683 3.657707 -0.1 0.0 0.0
H 1.608033 -9.846154 2.932174 0.0 0.0 0.0
H 2.099105 -11.393776 2.235342 0.0 0.0 0.0
H -0.501137 -9.902321 1.702849 0.0 0.0 0.0
H 0.618947 -10.535019 0.492718 0.0 0.0 0.0
H 0.006611 -12.823806 1.003962 0.0 0.0 -0.1
H -1.547888 -12.017997 1.287125 0.0 -0.1 0.1
H -0.087367 -10.906141 4.300947 0.1 0.0 0.0
H 1.143606 -12.184577 4.288062 -0.1 -0.1 0.0
C 1.710735 12.484323 -5.917163 0.1 0.1 -0.1
C 0.253444 12.795159 -5.600657 0.0 -0.1 0.2
C -0.477287 11.869489 -6.561301 0.0 0.0 -0.2
O 0.360678 10.721515 -6.740048 0.1 0.1 0.1
C 1.656047 10.989512 -6.192119 0.0 -0.1 0.1
H 2.400137 12.742342 -5.114562 0.0 0.0 0.0
H 2.019206 13.020769 -6.817441 0.0 0.0 0.0
H 0.029515 12.517540 -4.567655 0.0 0.0 0.0
H -0.012943 13.842189 -5.736380 0.0 0.0 0.0
H -0.620513 12.342917 -7.537986 0.0 0.0 0.0
H -1.450331 11.552055 -6.184385 0.0 -0.1 0.0
H 1.762174 10.412050 -5.266357 0.1 0.0 0.0
H 2.422032 10.660323 -6.895501 -0.1 0.0 0.0
C -1.848211 -6.654570 -4.163007 -0.2 0.0 0.1
C -2.061552 -5.830544 -5.426005 0.2 0.0 -0.1
C -2.062146 -4.412560 -4.877403 -0.2 0.1 0.1
O -1.198477 -4.416769 -3.730319 0.0 -0.3 0.0
C -0.894593 -5.771985 -3.373329 0.2 0.1 -0.1
H -1.447191 -7.649531 -4.349039 0.0 0.0 0.0
H -2.793356 -6.762477 -3.625192 0.0 0.0 0.0
H -1.219137 -5.969432 -6.107478 0.0 0.0 0.0
H -2.976453 -6.076729 -5.962039 0.0 0.0 0.0
H -3.062418 -4.111898 -4.548696 0.0 0.0 0.0
H -1.699786 -3.680596 -5.600026 0.1 0.0 0.1
H 0.147215 -5.970625 -3.644352 0.0 -0.1 0.1
H -1.001281 -5.896402 -2.293221 0.0 0.1 0.0
C 6.735567 1.045099 3.781257 0.0 -0.1 0.1
C 5.271709 1.004790 3.362432 0.0 0.2 -0.2
C 4.568667 1.406134 4.650980 0.1 -0.1 0.2
O 5.455970 2.277101 5.347226 0.0 -0.1 -0.1
C 6.751205 2.231120 4.734297 0.0 0.2 -0.1
H 7.428689 1.159366 2.949523 0.0 0.0 0.0
H 6.994442 0.128978 4.317340 0.0 0.0 0.0
H 5.088058 1.753345 2.585807 0.0 0.0 0.0
H 4.950339 0.039068 2.987608 0.1 0.0 0.0
H 4.376957 0.532511 5.286234 -0.1 0.0 -0.1
H 3.620763 1.921857 4.474908 0.0 0.1 0.1
H 6.907466 3.171310 4.195830 0.1 0.0 0.0
H 7.514635 2.143966 5.507014 -0.1 0.0 0.1
```
Forces are in eV/Å.

Properties
E: -3335.44704 Eh
M: 902.0 u
total charge: +1
Kohn-Sham gap: 7.12 eV
maximum force: 4.556 eV/Å
LUMO energy: -0.130 Eh